Entry from OMol25: a 3-piece molecular cluster, C4H15NO3 overall (wB97M-V/def2-TZVPD).

HOMO level: -0.3540 hartree
strongest force on any atom: 6.50 eV/Å
calculated total energy: -12020.5662 eV
energy relative to the best compared isomer or geometry (same formula, charge and spin): 84.22 kcal/mol
SMILES string: CNC[C@H](C)O.O.O

Last column: Löwdin charge in e.
Positions of all 23 atoms, in Å:
1 C -0.602 -0.312 2.536  -0.1235
2 N 0.269 -0.197 1.376  -0.0984
3 C -0.625 0.398 0.056  -0.1420
4 C 0.286 0.338 -1.193  -0.4430
5 C -0.392 1.291 -2.172  -0.0621
6 O 0.353 -0.958 -1.733  -0.0411
7 H 0.039 -0.519 3.394  0.0853
8 H -1.433 -0.996 2.309  0.0814
9 H -0.995 0.698 2.669  0.0861
10 H 0.587 -1.074 0.969  0.0778
11 H -1.253 -0.534 0.037  0.1248
12 H -1.467 1.061 -0.152  0.1296
13 H 1.249 0.768 -0.917  0.1362
14 H -0.662 2.251 -1.725  0.0854
15 H 0.121 1.456 -3.117  0.0741
16 H -1.300 0.789 -2.594  0.1002
17 H 0.786 -1.015 -2.589  0.1127
18 O 1.107 -3.293 -0.170  -0.0595
19 H 0.433 -3.735 0.351  0.0337
20 H 0.794 -2.417 -0.434  -0.0181
21 O 0.800 2.302 0.810  -0.1767
22 H 1.587 2.397 1.350  0.0177
23 H 0.318 1.301 0.938  0.0193